# 1
Below is a structure of composition C20H17I2O5PSZn, with properties calculated with ωB97M-V with the def2-TZVPD basis set.

Element x y z (Å)
Zn 0.0404 -2.2774 0.9728
O -0.5281 -1.5700 2.8758
C 0.5967 -1.0044 2.8213
O 1.6127 -1.5818 2.3345
C 0.6652 0.4863 2.9243
C 0.8059 1.2448 4.0717
C 0.8980 2.6248 3.9645
C 0.8548 3.2413 2.7215
C 0.6992 2.4808 1.5723
C 0.5840 1.0971 1.6616
P 0.3951 0.0327 0.1853
C 1.9043 0.3973 -0.7641
C 3.1225 -0.0008 -0.2146
C 4.3057 0.2951 -0.8719
C 4.2814 0.9784 -2.0801
C 3.0714 1.3783 -2.6267
C 1.8829 1.0968 -1.9675
C -0.9866 0.6655 -0.7962
C -1.8373 1.6840 -0.3811
C -2.9318 2.0337 -1.1609
C -3.1845 1.3641 -2.3479
C -2.3507 0.3302 -2.7542
C -1.2608 -0.0222 -1.9787
H 0.8566 0.7619 5.0383
H 1.0177 3.2250 4.8571
H 0.9473 4.3167 2.6468
H 0.6796 2.9638 0.6024
H 3.1364 -0.5277 0.7321
H 5.2501 -0.0132 -0.4414
H 5.2072 1.2019 -2.5943
H 3.0511 1.9154 -3.5661
H 0.9393 1.4127 -2.3937
H -1.6627 2.1947 0.5558
H -3.5913 2.8261 -0.8317
H -4.0422 1.6353 -2.9500
H -2.5624 -0.2236 -3.6588
H -0.6410 -0.8589 -2.2802
I 0.8421 -4.4165 -0.4746
I 3.4244 -3.7587 -0.7372
C -4.0780 -3.5482 -0.1580
S -2.3611 -3.3699 -0.5299
O -2.2314 -3.0893 -1.9369
O -1.7147 -4.6294 -0.0971
O -1.8960 -2.2449 0.3385
H -4.4391 -4.4214 -0.6953
H -4.5834 -2.6494 -0.5025
H -4.1892 -3.6771 0.9151

Forces on atoms 1 to 2 (eV/Å):
Zn -0.42 0.13 -0.12
O 0.11 0.13 0.02

Computed properties:
E_HOMO   -8.98 eV
Frontier orbital gap   7.73 eV
LUMO energy   -1.258 eV
Molar mass   719.59 g/mol
Maximum force   0.46 eV/A
Energy   -115999.157 eV

natural (NBO) population analysis, charges in e, atoms 1 to 2: number 1, Zn, carries 1.55; number 2, O, carries -0.76

# 2
Below is a structure of composition C20H17IN7O4ReSbSe4, with properties calculated with ωB97M-V with the def2-TZVPD basis set.

Element x y z (Å)
Re -0.2720 -1.8406 0.7650
N -2.6406 -5.3010 0.0398
C -1.4436 -4.7208 -0.0531
N -1.5927 -3.4547 0.2953
C -2.9146 -3.3334 0.6185
N -3.5888 -4.4407 0.4697
C -3.3557 -2.0346 1.1120
C -4.6582 -1.6942 1.4411
N -4.9695 -0.4906 1.8974
C -3.9676 0.3759 2.0309
C -2.6587 0.0563 1.7114
N -2.3510 -1.1564 1.2470
H -2.8645 -6.2720 -0.1040
H -0.5179 -5.2259 -0.2889
H -5.4517 -2.4234 1.3321
H -4.2120 1.3598 2.4093
H -1.8449 0.7566 1.8346
Se 1.0044 -6.4168 1.6136
Sb 1.8936 -4.3050 2.3536
Se 1.6835 -2.8924 0.0930
Se -0.0437 -2.7600 3.0052
Se 3.9549 -4.0502 3.4688
O 3.0506 3.6751 -1.4314
C 3.3261 2.9277 -2.6051
N 2.4839 1.7675 -2.5809
C 1.2868 1.7395 -3.2295
O 0.9705 2.5330 -4.0906
C 0.3468 0.6175 -2.8702
C -0.7029 0.3330 -3.7312
C -1.6272 -0.6279 -3.3675
C -1.4966 -1.2515 -2.1391
N -0.4954 -0.9771 -1.2956
C 0.4197 -0.0751 -1.6769
H 3.6701 4.4095 -1.3693
H 4.3704 2.6102 -2.6257
H 3.0867 3.4882 -3.5079
H 2.6879 1.0807 -1.8745
H -0.7815 0.8841 -4.6590
H -2.4565 -0.8841 -4.0114
H -2.2165 -1.9894 -1.8098
H 1.2055 0.1075 -0.9606
I 2.2959 6.7147 1.3519
C 1.9549 4.6596 1.5210
C 2.8212 3.8842 2.2793
C 2.6102 2.5169 2.3642
C 1.5327 1.9338 1.7087
C 0.6695 2.7259 0.9587
C 0.8799 4.0938 0.8576
C 1.3870 0.4428 1.7663
O 2.2652 -0.2841 2.1507
O 0.2560 0.0125 1.1859
H 3.6584 4.3384 2.7911
H 3.2802 1.8842 2.9307
H -0.1527 2.2684 0.4247
H 0.2241 4.7047 0.2529

Forces on atoms 1 to 2 (eV/Å):
Re 0.02 0.06 -0.14
N 0.03 0.06 0.02

Computed properties:
E_HOMO (spin up / spin down)   -7.25 / -7.20 eV
Frontier orbital gap (spin up / spin down)   5.52 / 5.69 eV
LUMO energy (spin up / spin down)   -1.727 / -1.509 eV
Molar mass   1170.11 g/mol
Maximum force   0.54 eV/A
2S+1   2
Energy   -317793.412 eV

natural (NBO) population analysis, charges in e, atoms 1 to 2: number 1, Re, carries 0.75; number 2, N, carries -0.32

# 3
Below is the molecule C20H17N3O3S2 at a distorted geometry, with properties calculated with ωB97M-V with the def2-TZVPD basis set.

Element x y z (Å)
C 2.0078 3.5908 -4.9378
C 3.0288 3.3883 -3.8630
O 2.5448 4.2450 -2.7984
C 1.4117 3.9954 -2.0244
C 0.9808 2.7454 -1.6520
C -0.2634 2.6011 -1.0443
C -0.7880 1.2855 -0.6383
C -0.5291 -0.0015 -1.0479
C 0.2160 -0.2341 -2.2616
N 0.9899 -0.5203 -3.1148
C -0.7570 -1.0586 -0.0368
N -1.0241 -0.8325 1.2000
C -1.3565 -2.0061 1.9058
C -1.5115 -2.0030 3.3665
C -0.4838 -1.7232 4.2095
C -0.7578 -2.0763 5.6323
C -1.9755 -2.7140 5.7860
S -2.7304 -2.7170 4.2747
C -1.2677 -3.1942 1.1844
N -1.3707 -4.5425 1.6474
C -0.7258 -5.7062 1.1804
C -0.5977 -7.0778 1.8328
O -0.1388 -5.6906 0.1342
S -0.7898 -2.8101 -0.4025
C -1.0525 3.7269 -0.7757
C -0.5844 4.9645 -1.1007
C 0.6365 5.0866 -1.7765
O 1.2108 6.3395 -1.8859
H 2.2470 2.9990 -5.9082
H 1.9875 4.5506 -5.2295
H 0.9735 3.3167 -4.6189
H 3.9436 3.6656 -4.3355
H 2.9607 2.3619 -3.6651
H 1.5862 1.9153 -1.9466
H -1.6409 1.3255 0.0410
H 0.6414 -1.5776 3.9813
H -0.0899 -1.6704 6.4111
H -2.5706 -2.8953 6.6444
H -1.7648 -4.6182 2.6165
H 0.1107 -6.9450 2.6798
H -1.6551 -7.3945 2.0562
H -0.1387 -7.8887 1.2061
H -2.0340 3.6314 -0.1568
H -1.0145 5.9780 -0.8198
H 2.1352 6.1846 -1.9495

Forces on atoms 1 to 2 (eV/Å):
C -1.00 -4.07 -1.70
C -3.10 0.62 -0.71

Computed properties:
E_HOMO   -7.92 eV
Structure (SMILES)   CCOc1cc(/C=C(\C#N)c2nc(-c3cccs3)c(NC(C)=O)s2)ccc1O
Frontier orbital gap   7.23 eV
LUMO energy   -0.696 eV
Molar mass   411.51 g/mol
Maximum force   4.52 eV/A
Energy   -53295.340 eV

natural (NBO) population analysis, charges in e, atoms 1 to 2: number 1, C, carries -0.61; number 2, C, carries -0.07

# 4
Below is the molecule C20H17N3O5 at a distorted geometry, with properties calculated with ωB97M-V with the def2-TZVPD basis set.

Element x y z (Å)
C 4.0627 0.3396 1.0158
O 3.4666 -0.5188 0.0697
C 2.3547 -0.1298 -0.5610
C 1.7914 1.1446 -0.4542
C 0.6246 1.4709 -1.1153
C -0.0546 0.5342 -1.8877
C -1.3497 0.8666 -2.5866
O -1.9701 2.0507 -2.1384
C -2.4845 2.1923 -0.8902
C -3.0664 3.4505 -0.6838
C -3.6004 3.8094 0.5317
C -3.5552 2.9190 1.5953
C -2.9783 1.6816 1.4104
C -2.4457 1.2902 0.1785
C -1.9308 -0.1134 0.1185
O -2.3946 -0.9717 -0.6007
N -0.9283 -0.3257 1.0247
C -0.1434 -1.4620 1.2008
C -0.4365 -2.7008 0.6356
C 0.4515 -3.7368 0.8625
C 1.5779 -3.5114 1.6417
C 1.7620 -2.2454 2.1697
N 0.9290 -1.2397 1.9570
C 0.4920 -0.7299 -2.0118
C 1.6830 -1.0636 -1.3778
N 2.1771 -2.4007 -1.5497
O 3.3067 -2.6617 -1.2003
O 1.4172 -3.2105 -2.0465
H 4.8939 -0.2273 1.4306
H 4.4465 1.2504 0.5465
H 3.3578 0.5965 1.8116
H 2.2731 1.8949 0.1509
H 0.2290 2.4716 -1.0204
H -1.1477 1.0647 -3.6460
H -2.0338 0.0124 -2.5201
H -3.0813 4.1291 -1.5223
H -4.0499 4.7828 0.6545
H -3.9687 3.1876 2.5546
H -2.9530 0.9739 2.2268
H -0.5882 0.4699 1.5497
H -1.3165 -2.8307 0.0306
H 0.2695 -4.7064 0.4253
H 2.2953 -4.2935 1.8280
H 2.6173 -2.0136 2.7902
H -0.0013 -1.4903 -2.5983

Forces on atoms 1 to 2 (eV/Å):
C 0.05 0.22 0.17
O -0.03 0.01 -0.05

Computed properties:
E_HOMO   -8.63 eV
Structure (SMILES)   COc1ccc(COc2ccccc2C(=O)Nc2ccccn2)cc1[N+](=O)[O-]
Frontier orbital gap   8.39 eV
LUMO energy   -0.241 eV
Molar mass   379.37 g/mol
Maximum force   1.12 eV/A
Energy   -35720.998 eV

natural (NBO) population analysis, charges in e, atoms 1 to 2: number 1, C, carries -0.26; number 2, O, carries -0.46

# 5
Below is the molecule C20H17N7S at a distorted geometry, with properties calculated with ωB97M-V with the def2-TZVPD basis set.

Element x y z (Å)
C 0.8523 -2.9817 -0.0317
C 0.0480 -1.7926 -0.6062
C -1.2016 -2.1210 -1.1526
C -1.9990 -1.0630 -1.6415
N -3.2801 -1.0954 -2.1671
C -3.5067 0.0873 -2.6011
C -4.7580 0.4249 -3.3300
C -5.9194 -0.3543 -3.5229
N -6.9414 0.3693 -4.1438
C -6.4125 1.5491 -4.3617
N -5.0297 1.6577 -3.9170
C -4.0658 2.5802 -4.4823
N -2.4761 0.9944 -2.1386
C -1.5504 0.2312 -1.5847
C -0.1800 0.5284 -1.1892
C 0.6194 -0.5397 -0.7061
N 1.8025 -0.2069 -0.1325
C 1.9156 -0.1938 1.2368
N 3.1120 0.1157 1.6605
C 3.0270 -0.0481 3.0759
C 4.2704 0.2303 3.9682
C 4.4795 -0.5219 5.0545
C 5.5944 -0.4803 5.7690
N 6.5768 0.4089 5.5509
C 6.3691 1.1103 4.4550
C 5.3035 1.0815 3.6069
C 1.9471 -0.3681 3.7060
S 0.6704 -0.5471 2.5032
H 0.1044 -3.7191 0.3217
H 1.3208 -3.4047 -0.9024
H 1.4130 -2.8017 0.9104
H -1.5348 -3.1951 -1.2136
H -5.9539 -1.3495 -3.1734
H -7.0618 2.3708 -4.7511
H -4.5508 3.0867 -5.3381
H -3.1583 2.0540 -4.8543
H -3.8114 3.2517 -3.6836
H -2.6319 1.9040 -1.9522
H 0.1448 1.6143 -1.2104
H 2.2792 0.6093 -0.5136
H 3.7551 -1.2780 5.2444
H 5.8141 -1.2369 6.5327
H 7.3102 1.6880 4.2193
H 5.4623 1.6492 2.6780
H 1.8315 -0.2984 4.8085

Forces on atoms 1 to 2 (eV/Å):
C -1.79 0.23 0.69
C 0.00 -2.61 0.17

Computed properties:
E_HOMO   -8.01 eV
Structure (SMILES)   Cc1cc2nc(-c3cncn3C)[nH]c2cc1Nc1nc(-c2ccncc2)cs1
Frontier orbital gap   8.13 eV
LUMO energy   0.117 eV
Molar mass   387.47 g/mol
Maximum force   6.13 eV/A
Energy   -42279.679 eV

natural (NBO) population analysis, charges in e, atoms 1 to 2: number 1, C, carries -0.64; number 2, C, carries -0.05